# C34H53GeN2O3SSiTc

A structure of composition C34H53GeN2O3SSiTc (ωB97M-V/def2-TZVPD, OMol25).

## Properties
spin multiplicity = 2
LUMO energy (spin up / spin down) = -3.694 / -3.325 eV
total charge = +1
<S²> = 1.05
frontier orbital gap (spin up / spin down) = 0.2619 / 0.2657 Ha

Structure (XYZ):
```
96
C34H53GeN2O3SSiTc, DFT ωB97M-V/def2-TZVPD
Tc 1.09 0.14 1.58
N 2.21 -1.19 3.10
C 2.95 -0.57 4.23
C 3.92 0.48 3.73
C 3.28 1.80 3.32
N 2.61 1.73 2.00
H 1.57 -1.89 3.45
H 2.87 -1.69 2.50
H 3.48 -1.33 4.80
H 2.23 -0.12 4.89
H 4.49 0.08 2.87
H 4.65 0.67 4.51
H 4.06 2.57 3.30
H 2.55 2.11 4.07
H 3.29 1.51 1.28
H 2.22 2.63 1.76
C 2.94 1.36 -3.07
C 1.43 1.26 -3.24
C 0.73 2.37 -2.47
C 1.05 1.31 -4.71
O 0.93 0.00 -2.72
Si 1.56 -1.35 -2.09
S 2.21 -0.97 -0.04
O 2.97 -1.86 -2.67
C 3.36 -2.77 -3.73
C 2.56 -2.47 -4.99
C 4.84 -2.53 -3.96
C 3.12 -4.19 -3.25
O 0.46 -2.53 -2.13
C -0.99 -2.60 -2.26
C -1.35 -2.36 -3.72
C -1.65 -1.56 -1.36
C -1.38 -4.00 -1.82
H 3.29 2.33 -3.45
H 3.45 0.56 -3.62
H 3.21 1.28 -2.02
H 0.97 3.34 -2.91
H 1.07 2.36 -1.42
H -0.35 2.22 -2.49
H 1.36 2.26 -5.16
H -0.04 1.21 -4.82
H 1.52 0.49 -5.25
H 2.73 -1.44 -5.31
H 1.49 -2.60 -4.80
H 2.85 -3.14 -5.79
H 5.01 -1.49 -4.26
H 5.21 -3.18 -4.75
H 5.40 -2.72 -3.05
H 2.05 -4.35 -3.06
H 3.67 -4.38 -2.33
H 3.45 -4.91 -4.01
H -0.99 -1.39 -4.05
H -2.44 -2.40 -3.85
H -0.90 -3.14 -4.35
H -1.41 -0.55 -1.72
H -1.27 -1.65 -0.34
H -2.73 -1.69 -1.35
H -0.90 -4.74 -2.46
H -2.47 -4.12 -1.89
H -1.07 -4.17 -0.79
C -0.40 0.83 0.71
Ge -2.01 1.30 1.75
C -2.54 3.15 1.59
C -2.97 3.68 0.36
C -3.36 5.01 0.26
C -3.33 5.83 1.39
C -2.90 5.31 2.61
C -2.50 3.98 2.71
C -1.68 0.96 3.65
C -0.41 1.06 4.22
C -0.22 0.89 5.59
C -1.31 0.62 6.41
C -2.58 0.52 5.85
C -2.76 0.69 4.48
C -3.41 0.05 1.24
C -4.64 0.47 0.74
C -5.64 -0.47 0.46
C -5.40 -1.82 0.67
C -4.17 -2.24 1.17
C -3.18 -1.31 1.45
H -0.63 0.93 -0.35
H -3.01 3.04 -0.52
H -3.68 5.41 -0.69
H -3.64 6.86 1.31
H -2.87 5.95 3.48
H -2.17 3.60 3.66
H 0.45 1.34 3.60
H 0.76 1.00 6.05
H -1.18 0.51 7.48
H -3.44 0.32 6.49
H -3.76 0.60 4.06
H -4.83 1.52 0.58
H -6.60 -0.14 0.08
H -6.18 -2.54 0.45
H -3.99 -3.30 1.34
H -2.23 -1.64 1.85
```